59
Properties=species:S:1:pos:R:3 method="wB97M-V/def2-TZVPD" gap_ev=10.100 charge=+1 spin_multiplicity=1
C 2.64 -1.38 1.85
N -0.54 -1.19 3.57
C 0.75 -1.05 3.20
N 1.22 -1.08 1.97
H 3.20 -0.61 2.38
H 3.05 -1.45 0.82
H 2.81 -2.43 2.27
H -1.24 -1.46 2.90
H -0.81 -0.79 4.48
H 1.53 -1.17 4.01
H 0.65 -0.85 1.18
H -0.43 -3.63 -3.61
H -0.81 -2.34 -2.92
O -0.05 -2.81 -3.27
H 0.41 0.90 -2.30
H 0.24 2.31 -1.46
O -0.05 1.42 -1.57
H 3.10 1.29 3.50
H 3.07 0.88 4.86
O 2.50 0.74 4.09
H 4.92 2.12 2.39
H 3.75 2.07 1.36
O 4.10 1.69 2.17
H 0.81 -2.77 -1.70
H 2.17 -3.20 -1.31
O 1.52 -2.53 -1.10
H 1.20 3.52 1.40
H 2.03 4.39 2.17
O 2.14 3.54 1.66
H -3.79 -1.49 -4.57
H -2.65 -0.75 -5.39
O -2.89 -1.20 -4.59
H -0.65 2.31 1.27
H -1.73 3.38 1.34
O -0.76 3.26 1.46
H -3.37 0.52 -2.83
H -3.78 1.94 -2.47
O -3.84 1.04 -2.17
H -2.39 -2.41 1.11
H -1.29 -1.52 0.36
O -1.49 -2.06 1.12
H -0.50 0.68 -0.13
H -1.68 0.31 0.77
O -0.71 0.28 0.74
H -2.65 -1.28 -1.88
H -1.40 -0.32 -1.98
O -1.75 -1.12 -1.55
H 2.23 -0.52 -2.28
H 3.17 0.44 -2.90
O 2.29 0.41 -2.51
H -1.11 0.82 2.80
H -1.26 2.28 3.09
O -1.66 1.41 3.30
H 0.86 -0.48 -5.57
H -0.36 -1.32 -4.90
O -0.10 -0.59 -5.50
H -3.27 0.49 -0.46
H -3.97 1.01 0.84
O -3.37 0.34 0.50

156
Properties=species:S:1:pos:R:3 method="wB97M-V/def2-TZVPD" gap_ev=9.094 smiles="CCCCCCCCCCCCCCCC[C@H](OCCCC(=O)O)[C@@H](COCCC)OC.CCOC(C)=O.CCOC(C)=O.CCOC(C)=O.CCOC(C)=O.CCOC(C)=O" spin_multiplicity=1
C 5.50 -2.12 3.01
C 6.40 -1.18 2.18
C 5.97 -1.10 0.70
C 4.45 -0.95 0.47
C 3.81 0.21 1.24
C 4.18 1.61 0.71
C 3.37 2.06 -0.52
C 1.84 1.91 -0.33
C 0.99 3.05 -0.97
C 0.43 4.02 0.08
C -0.68 3.40 0.94
C -2.11 3.78 0.53
C -3.14 2.65 0.68
C -3.70 2.48 2.11
C -4.56 1.17 2.09
C -4.16 0.07 3.09
C -2.90 -0.75 2.73
O -1.87 -0.01 2.08
C -0.62 -0.03 2.77
C -0.42 1.14 3.77
C -1.10 0.94 5.16
C -2.05 2.06 5.48
O -1.82 3.17 5.24
O -3.23 1.76 6.14
C -3.22 -2.08 2.01
C -3.88 -1.93 0.63
O -3.34 -0.90 -0.18
C -4.00 -0.89 -1.44
C -4.97 0.29 -1.60
C -5.58 0.34 -3.04
O -2.11 -2.96 2.05
C -1.24 -2.84 0.94
H 5.10 -2.90 2.35
H 4.64 -1.59 3.44
H 6.04 -2.61 3.83
H 6.39 -0.17 2.62
H 7.42 -1.58 2.23
H 6.38 -1.99 0.21
H 6.47 -0.26 0.20
H 3.97 -1.88 0.81
H 4.23 -0.88 -0.60
H 2.73 0.07 1.27
H 4.15 0.16 2.28
H 4.01 2.34 1.52
H 5.26 1.62 0.51
H 3.76 1.51 -1.38
H 3.62 3.11 -0.70
H 1.53 0.99 -0.85
H 1.63 1.83 0.74
H 1.67 3.63 -1.62
H 0.20 2.66 -1.62
H 1.27 4.25 0.75
H 0.12 4.99 -0.33
H -0.53 2.32 1.02
H -0.53 3.79 1.96
H -2.08 4.03 -0.55
H -2.39 4.68 1.08
H -4.00 2.91 0.06
H -2.77 1.68 0.35
H -2.88 2.36 2.82
H -4.32 3.33 2.41
H -4.63 0.82 1.06
H -5.58 1.48 2.38
H -4.98 -0.66 3.14
H -4.06 0.45 4.11
H -2.48 -1.08 3.69
H 0.15 0.11 2.00
H -0.39 -1.00 3.21
H -0.73 2.10 3.38
H 0.66 1.21 3.94
H -1.54 -0.05 5.32
H -0.31 1.04 5.91
H -3.95 2.11 5.59
H -3.99 -2.54 2.65
H -4.96 -1.75 0.76
H -3.80 -2.92 0.14
H -4.63 -1.79 -1.58
H -3.29 -0.89 -2.28
H -5.80 0.13 -0.90
H -4.49 1.22 -1.29
H -5.03 -0.38 -3.65
H -6.64 0.11 -3.00
H -5.45 1.35 -3.42
H -0.28 -3.32 1.18
H -1.64 -3.40 0.08
H -1.07 -1.81 0.61
O -3.70 -1.93 -4.56
C -3.14 -2.99 -4.43
O -3.74 -4.12 -4.84
C -3.09 -5.39 -4.90
C -3.15 -6.11 -3.57
C -1.81 -3.08 -3.72
H -2.06 -5.28 -5.27
H -3.63 -5.96 -5.65
H -2.62 -5.56 -2.79
H -2.70 -7.10 -3.65
H -4.18 -6.22 -3.25
H -1.98 -3.14 -2.64
H -1.24 -2.17 -3.93
H -1.19 -3.91 -4.04
O 3.29 4.00 -3.27
C 2.69 4.69 -4.05
O 3.07 5.96 -4.26
C 2.52 6.77 -5.31
C 1.24 7.44 -4.85
C 1.44 4.18 -4.73
H 2.38 6.18 -6.22
H 3.27 7.52 -5.54
H 0.47 6.72 -4.60
H 0.86 8.10 -5.63
H 1.43 8.04 -3.96
H 0.59 4.34 -4.08
H 1.56 3.11 -4.91
H 1.25 4.63 -5.70
O 5.20 -3.78 -1.30
C 5.38 -4.91 -0.94
O 4.40 -5.57 -0.29
C 4.44 -6.96 0.02
C 5.17 -7.23 1.32
C 6.72 -5.58 -1.11
H 4.86 -7.53 -0.82
H 3.40 -7.28 0.11
H 6.21 -6.92 1.26
H 5.14 -8.29 1.56
H 4.71 -6.67 2.13
H 7.37 -5.31 -0.27
H 7.17 -5.22 -2.03
H 6.67 -6.67 -1.19
O -1.25 5.91 -6.31
C -2.17 5.20 -6.00
O -1.94 3.95 -5.57
C -2.93 3.10 -4.99
C -3.70 2.34 -6.05
C -3.60 5.67 -6.17
H -3.59 3.66 -4.32
H -2.39 2.39 -4.36
H -4.25 3.01 -6.70
H -4.41 1.65 -5.58
H -3.02 1.77 -6.67
H -3.92 5.47 -7.19
H -3.64 6.74 -5.99
H -4.30 5.21 -5.47
O 1.37 -1.06 4.82
C 1.56 -1.75 5.77
O 0.52 -2.38 6.35
C 0.66 -3.38 7.37
C 0.76 -2.76 8.75
C 2.93 -1.87 6.40
H 1.49 -4.05 7.15
H -0.25 -3.98 7.31
H 1.64 -2.14 8.84
H 0.79 -3.54 9.51
H -0.11 -2.12 8.94
H 3.08 -1.04 7.09
H 3.68 -1.80 5.61
H 3.11 -2.81 6.91

23
Properties=species:S:1:pos:R:3 method="wB97M-V/def2-TZVPD" gap_ev=9.295 spin_multiplicity=1
C -0.14 -0.04 -0.66
C -1.67 -0.79 -1.35
C -0.68 -0.13 0.70
C 1.01 -0.98 -1.00
C 0.04 1.35 -1.22
C 0.51 0.77 1.81
N 1.61 0.13 2.32
O -1.75 -2.18 -1.15
N 0.33 2.03 2.02
H -2.11 -2.35 -0.27
H 1.73 -0.81 1.99
H 2.27 0.67 2.87
H 1.01 2.41 2.69
H -1.51 -0.61 -2.42
H -2.59 -0.28 -1.07
H -1.59 0.44 0.87
H -0.69 -1.13 1.13
H 1.08 -1.13 -2.08
H 1.95 -0.54 -0.66
H 0.89 -1.95 -0.51
H 0.87 1.83 -0.67
H -0.85 1.97 -1.06
H 0.26 1.32 -2.29

94
Properties=species:S:1:pos:R:3 method="wB97M-V/def2-TZVPD" gap_ev=7.415 charge=+3 spin_multiplicity=1
Ir 0.01 0.86 -0.25
C 0.67 0.56 4.71
N -0.75 0.53 4.34
C -1.66 0.44 5.49
P -1.26 0.36 2.82
O -0.26 1.02 1.89
O -1.34 -1.22 2.48
P -1.32 -1.95 1.03
O -1.04 -0.90 -0.02
N -0.17 -3.08 1.05
C -0.45 -4.41 1.64
C 1.23 -2.68 1.18
N -2.79 -2.58 0.86
C -3.50 -3.26 1.96
C -3.33 -2.89 -0.47
N -2.78 0.90 2.61
C -3.00 2.35 2.76
C -3.99 0.11 2.86
H 0.85 1.43 5.35
H 1.29 0.63 3.82
H 0.94 -0.34 5.26
H -1.42 1.23 6.19
H -1.57 -0.52 5.98
H -2.70 0.57 5.17
H -1.38 -4.81 1.25
H -0.47 -4.38 2.73
H 0.35 -5.08 1.33
H 1.39 -1.71 0.72
H 1.86 -3.41 0.67
H 1.54 -2.64 2.23
H -2.98 -3.13 2.90
H -3.57 -4.33 1.76
H -4.51 -2.86 2.04
H -2.96 -2.18 -1.20
H -4.41 -2.82 -0.43
H -3.06 -3.90 -0.79
H -2.06 2.89 2.64
H -3.39 2.59 3.75
H -3.72 2.69 2.02
H -3.75 -0.94 2.98
H -4.68 0.22 2.03
H -4.49 0.46 3.77
N 2.10 0.59 -2.25
P 0.43 0.31 -2.43
C -0.11 1.14 -3.93
C -1.00 2.21 -3.96
C -1.34 2.80 -5.16
C -0.79 2.33 -6.34
C 0.10 1.26 -6.32
C 0.43 0.66 -5.12
C 0.22 -1.44 -2.74
C 1.24 -2.36 -2.50
C 1.05 -3.70 -2.77
C -0.16 -4.14 -3.29
C -1.19 -3.23 -3.52
C -1.00 -1.88 -3.24
P 2.23 0.79 -0.59
C 3.91 0.53 -0.10
C 4.63 1.53 0.55
C 5.96 1.31 0.86
C 6.57 0.11 0.54
C 5.85 -0.90 -0.10
C 4.52 -0.70 -0.42
C 1.62 2.49 -0.30
C 1.46 3.43 -1.35
C 1.18 4.75 -1.07
C 1.07 5.17 0.26
C 1.25 4.28 1.31
C 1.53 2.96 1.04
H 2.84 0.43 -2.92
H -1.45 2.58 -3.05
H -2.04 3.63 -5.18
H -1.05 2.79 -7.28
H 0.52 0.89 -7.25
H 1.09 -0.20 -5.13
H 2.20 -2.03 -2.11
H 1.85 -4.41 -2.61
H -0.30 -5.18 -3.53
H -2.13 -3.56 -3.94
H -1.79 -1.18 -3.46
H 4.17 2.48 0.80
H 6.53 2.09 1.35
H 7.61 -0.05 0.78
H 6.33 -1.83 -0.35
H 3.96 -1.49 -0.90
H 1.58 3.10 -2.37
H 1.07 5.46 -1.88
H 0.86 6.21 0.47
H 1.19 4.63 2.33
H 1.70 2.27 1.86
N -1.75 2.14 -0.43
H -1.85 2.69 0.42
H -2.64 1.66 -0.57
H -1.63 2.78 -1.20

64
Properties=species:S:1:pos:R:3 method="wB97M-V/def2-TZVPD" gap_ev="7.436 / 5.669" s_squared=6.037 charge=-1 spin_multiplicity=5
Rh 0.44 -0.68 -1.00
C -0.33 -3.40 -2.44
N -0.60 -2.74 -1.17
C -2.02 -2.37 -1.09
C -2.40 -1.59 0.15
N -1.41 -0.56 0.43
C -1.63 0.27 1.46
C -2.59 0.17 2.49
F -3.49 -0.84 2.50
C -2.67 1.04 3.55
F -3.62 0.85 4.49
C -1.80 2.11 3.68
F -1.88 2.96 4.71
C -0.85 2.27 2.69
F 0.02 3.29 2.76
C -0.78 1.39 1.63
F 0.20 1.62 0.73
C -0.10 -3.60 -0.09
C 0.02 -2.99 1.30
N 0.69 -1.71 1.24
C 0.95 -1.05 2.39
C 0.28 -1.18 3.63
F -0.68 -2.10 3.80
C 0.54 -0.37 4.71
F -0.15 -0.52 5.85
C 1.50 0.63 4.63
F 1.75 1.42 5.67
C 2.21 0.78 3.44
F 3.14 1.73 3.36
C 1.94 -0.03 2.36
F 2.63 0.17 1.26
H -0.83 -4.38 -2.47
H 0.74 -3.53 -2.56
H -0.68 -2.78 -3.26
H -2.65 -3.27 -1.16
H -2.21 -1.76 -1.98
H -2.55 -2.28 0.99
H -3.38 -1.15 -0.03
H 0.90 -3.92 -0.41
H -0.72 -4.51 -0.01
H 0.61 -3.68 1.91
H -0.95 -2.92 1.78
O 1.82 -0.54 -5.62
P 1.62 -0.02 -4.11
O 1.45 1.46 -4.14
O 0.60 -0.86 -3.41
O 3.07 -0.35 -3.48
P 3.30 -0.27 -1.87
O 2.41 1.07 -1.53
O 4.73 -0.10 -1.57
O 2.50 -1.40 -1.25
H 2.07 -1.47 -5.63
H 2.17 1.54 -2.35
C -0.14 4.30 -1.31
N -0.30 3.36 -2.41
C -0.29 3.84 -3.78
C -0.61 2.11 -2.15
N -0.94 1.03 -1.90
H 0.67 4.99 -1.56
H 0.14 3.76 -0.41
H -1.05 4.87 -1.12
H 0.48 4.61 -3.87
H -1.26 4.28 -4.05
H -0.02 3.02 -4.44

63
Properties=species:S:1:pos:R:3 method="wB97M-V/def2-TZVPD" gap_ev="7.963 / 5.171" s_squared=2.029 spin_multiplicity=3
Au 0.45 -0.15 -0.63
N 6.69 0.31 4.70
C 6.14 0.47 3.45
C 6.79 1.30 2.49
C 6.34 1.40 1.20
C 5.25 0.58 0.82
C 4.52 -0.17 1.76
C 4.96 -0.24 3.06
S 4.67 0.60 -0.84
O 5.17 1.77 -1.50
O 4.97 -0.72 -1.35
N 3.04 0.63 -0.70
C 2.48 1.77 -0.28
N 1.07 1.75 -0.36
C 0.38 2.91 -0.13
C 1.05 4.06 0.21
C 2.44 3.98 0.40
N 3.13 2.85 0.23
H 7.52 0.84 4.97
H 6.16 -0.13 5.47
H 7.68 1.86 2.80
H 6.78 2.07 0.46
H 3.64 -0.72 1.47
H 4.44 -0.84 3.79
H -0.70 2.83 -0.25
H 0.52 5.00 0.41
H 3.06 4.83 0.66
C -8.21 -0.03 -0.68
C -6.73 0.19 -0.81
C -5.98 0.68 0.27
C -4.61 0.92 0.12
C -3.83 1.50 1.27
C -3.94 0.65 -1.10
Se -2.09 1.11 -1.38
C -4.70 0.05 -2.15
C -4.06 -0.34 -3.45
C -6.07 -0.17 -2.00
H -8.55 0.41 0.28
H -8.48 -1.10 -0.67
H -8.76 0.47 -1.47
H -6.44 0.87 1.23
H -4.51 1.65 2.10
H -3.40 2.47 1.01
H -3.00 0.84 1.57
H -3.15 0.21 -3.66
H -4.79 -0.16 -4.24
H -3.78 -1.41 -3.48
H -6.66 -0.57 -2.83
C -2.28 -2.40 -0.75
C -0.89 -2.90 -0.76
C -0.56 -4.29 -0.82
C 0.79 -4.37 -0.86
C 1.33 -3.05 -0.81
C 2.78 -2.74 -0.85
N 0.29 -2.15 -0.77
H -2.95 -3.24 -0.72
H -2.54 -1.82 -1.64
H -2.49 -1.75 0.11
H -1.29 -5.08 -0.87
H 1.39 -5.28 -0.87
H 3.30 -3.29 -0.06
H 3.01 -1.68 -0.78
H 3.24 -3.07 -1.79

40
Properties=species:S:1:pos:R:3 method="wB97M-V/def2-TZVPD" gap_ev=9.605 smiles="CC(C)Cc1nnc(NC(=O)CCC(=O)NC2CC2)s1" spin_multiplicity=1
C 2.45 -2.73 -2.68
H 2.39 -3.56 -1.98
H 2.76 -1.84 -2.13
H 3.22 -2.95 -3.42
C 1.10 -2.50 -3.36
C 0.72 -3.72 -4.20
H 0.63 -4.60 -3.57
H -0.23 -3.56 -4.71
H 1.48 -3.92 -4.95
H 1.18 -1.63 -4.02
C 0.00 -2.22 -2.32
C 0.28 -0.98 -1.57
N 0.19 0.20 -2.06
N 0.51 1.18 -1.22
C 0.86 0.75 -0.05
N 1.21 1.57 0.98
C 1.44 1.09 2.24
O 1.45 -0.10 2.48
C 1.62 2.16 3.29
H 2.28 1.79 4.08
C 0.23 2.48 3.88
C -0.70 2.80 2.72
O -0.58 3.82 2.06
N -1.60 1.84 2.43
C -2.41 1.87 1.26
C -2.60 0.62 0.46
C -3.74 1.18 1.26
H -4.56 1.64 0.73
H -4.03 0.65 2.15
H -2.62 0.70 -0.62
H -2.12 -0.29 0.82
H -2.30 2.82 0.75
H -1.62 0.99 2.97
H -0.14 1.63 4.46
H 0.30 3.35 4.53
H 2.04 3.07 2.85
H 1.12 2.56 0.81
S 0.81 -0.99 0.11
H -0.95 -2.11 -2.84
H -0.07 -3.06 -1.63